17
Properties=species:S:1:pos:R:3:forces:R:3 method="wB97M-V/def2-TZVPD" smiles="C=C/C=C/C=C/C" orbital_gap_ev=8.788 fmax_ev_per_a=1.6 e_above_lowest_kj_mol=185.12
C -0.045 -2.835 -2.043 1.0 -0.3 0.6
C 0.529 -2.749 -0.845 -1.0 0.3 0.2
C 0.340 -1.609 0.072 1.6 0.0 0.1
C 0.307 -0.309 -0.242 -1.0 -0.5 0.1
C 0.129 0.765 0.715 -0.4 0.7 0.0
C -0.321 1.975 0.378 0.3 0.2 -0.1
C -0.461 3.087 1.373 0.1 -0.2 0.8
H -0.379 -1.919 -2.504 -0.7 -0.3 -0.3
H -0.035 -3.819 -2.491 0.0 0.4 -0.7
H 1.026 -3.615 -0.426 -0.2 -0.1 0.1
H 0.411 -1.899 1.118 -0.1 0.2 0.0
H 0.182 -0.027 -1.282 0.4 0.1 -0.1
H 0.305 0.649 1.780 0.2 -0.6 0.0
H -0.537 2.204 -0.661 0.0 -0.1 0.0
H -0.970 3.966 1.001 0.0 0.1 -0.2
H 0.511 3.382 1.785 0.0 0.2 -0.4
H -0.990 2.751 2.271 -0.2 0.0 -0.2